# 1
ORCA calculation (ωB97M-V/def2-TZVPD) on a molecular structure, C4H5NaO7Rb at a distorted geometry.

XYZ file:
```
18
C4H5NaO7Rb ωB97M-V/def2-TZVPD
O -3.653 2.543 -0.203
C -2.736 1.727 -0.474
O -1.958 1.813 -1.456
O -2.606 0.696 0.391
C -1.584 -0.273 0.158
O -0.618 -2.248 1.108
C 4.225 -0.365 -0.410
C -1.608 -1.312 1.279
O 3.782 -0.832 -1.484
O 4.188 -0.961 0.695
Na -3.061 3.726 -2.067
Rb 2.041 -3.327 -0.283
H -0.601 0.223 0.129
H -1.749 -0.763 -0.815
H -1.518 -0.755 2.241
H -2.632 -1.756 1.294
O 4.913 0.802 -0.496
H 5.177 1.062 0.394
```

Summary:
HOMO level (eV): -3.03
Net charge: -1
Gap between HOMO and LUMO (eV): 3.9926

=====

# 2
ORCA calculation (ωB97M-V/def2-TZVPD) on a molecular structure, CH2N2OS2 at a distorted geometry.

XYZ file:
```
8
CH2N2OS2 ωB97M-V/def2-TZVPD
C -2.342 0.902 -0.239
N -3.014 1.805 0.060
N 1.614 0.138 0.021
O 0.955 -2.314 0.276
S -1.475 -0.478 -0.385
S 1.163 -1.255 -0.662
H 1.882 0.176 1.092
H 1.218 1.027 -0.163
```

Summary:
HOMO level (alpha / beta) (eV): -9.27 / -8.77
Gap between HOMO and LUMO (alpha / beta) (eV): 7.1674 / 5.8498

=====

# 3
ORCA calculation (ωB97M-V/def2-TZVPD) on 2 unconnected molecules or ions with the total composition C9H22N3OSi at a distorted geometry.

XYZ file:
```
36
C9H22N3OSi ωB97M-V/def2-TZVPD
C 0.487 0.935 -0.840
C 0.153 -1.457 -0.680
C -0.897 -1.748 -1.711
C 2.201 2.460 -0.021
C -0.082 3.359 -0.514
C 1.272 2.645 -2.469
C -2.273 0.356 1.020
C 0.403 -1.767 2.130
C 0.943 2.329 -0.953
N 0.588 -0.225 -0.761
N -0.917 0.133 1.377
N -0.617 -1.132 1.266
O 0.688 -2.989 1.610
Si -0.296 -4.303 1.539
H 0.865 -2.150 -0.274
H -0.337 -1.930 -2.598
H -1.641 -1.039 -1.881
H -1.409 -2.665 -1.441
H 2.899 1.818 -0.561
H 2.504 3.531 0.107
H 1.932 2.186 1.014
H -0.860 3.339 -1.222
H 0.478 4.391 -0.518
H -0.479 3.147 0.384
H 0.351 2.910 -3.032
H 1.824 1.826 -2.820
H 1.987 3.487 -2.447
H -3.052 -0.293 1.640
H -2.633 1.287 1.352
H -2.443 0.272 0.002
H 0.026 -1.691 3.170
H 1.363 -1.162 2.185
H -1.454 -1.666 1.103
H 0.650 -5.430 1.520
H -1.029 -4.430 2.796
H -1.197 -4.333 0.528
```

Summary:
HOMO level (alpha / beta) (eV): -11.49 / -11.49
Net charge: +1
Gap between HOMO and LUMO (alpha / beta) (eV): 7.8719 / 7.8715

=====

# 4
ORCA calculation (ωB97M-V/def2-TZVPD) on a molecular structure, C20H42N5O3RuSi3 at a distorted geometry.

XYZ file:
```
74
C20H42N5O3RuSi3 ωB97M-V/def2-TZVPD
Ru 0.347 -0.816 0.968
N -0.105 0.675 2.539
C 0.780 0.743 3.676
C 2.109 0.070 3.315
O 3.131 -0.043 4.021
N 2.058 -0.411 1.990
C 3.311 -0.885 1.540
C 3.271 -1.445 0.171
O 4.150 -2.131 -0.274
O 2.093 -1.231 -0.415
H -0.024 1.525 1.988
H -1.079 0.628 2.865
H 0.369 0.246 4.557
H 1.081 1.759 3.976
H 3.806 -1.620 2.186
H 4.058 -0.066 1.499
C 0.389 3.784 0.815
Si -0.857 2.635 -0.052
C -1.667 3.723 -1.370
C -2.213 2.529 1.318
C -0.088 0.835 -0.475
Si 1.500 1.254 -1.662
C 1.505 2.924 -2.589
C 3.070 1.611 -0.572
C 1.926 0.013 -3.126
Si -1.531 0.150 -1.668
C -3.347 0.262 -1.075
C -1.501 0.590 -3.477
C -1.175 -1.699 -1.537
C -1.760 -2.573 -2.438
C -1.340 -3.886 -2.583
C -0.280 -4.292 -1.759
C 0.294 -3.367 -0.876
N -0.250 -2.137 -0.645
H 0.069 4.020 1.847
H 0.402 4.750 0.260
H 1.451 3.453 0.889
H -1.736 4.730 -0.913
H -2.721 3.443 -1.617
H -1.136 3.809 -2.320
H -1.817 2.831 2.319
H -2.738 1.554 1.447
H -2.937 3.334 0.963
H 1.227 3.821 -2.011
H 0.863 2.846 -3.501
H 2.522 3.046 -2.964
H 3.501 2.633 -0.806
H 3.827 0.845 -0.803
H 2.838 1.585 0.493
H 1.726 -1.044 -2.866
H 3.014 0.117 -3.233
H 1.497 0.207 -4.128
H -3.925 1.003 -1.668
H -3.396 0.592 -0.022
H -3.866 -0.741 -1.163
H -2.144 1.466 -3.728
H -1.811 -0.274 -4.099
H -0.482 0.805 -3.813
H -2.532 -2.206 -3.120
H -1.820 -4.513 -3.332
H 0.122 -5.325 -1.740
H 1.267 -3.561 -0.394
N 0.508 -2.520 2.220
C -0.627 -3.378 2.661
C -1.985 -2.678 2.827
N -2.204 -1.684 1.762
H 1.149 -3.126 1.667
H 1.162 -2.334 3.017
H -0.365 -3.866 3.618
H -0.712 -4.188 1.924
H -2.069 -2.090 3.786
H -2.768 -3.452 2.854
H -3.027 -1.143 2.025
H -2.358 -2.119 0.833
```

Summary:
Multiplicity: 6
HOMO level (alpha / beta) (eV): -6.04 / -8.45
Expectation value of S²: 8.761
Gap between HOMO and LUMO (alpha / beta) (eV): 6.0005 / 7.7365

=====

Repeat the third record exactly.
ORCA calculation (ωB97M-V/def2-TZVPD) on 2 unconnected molecules or ions with the total composition C9H22N3OSi at a distorted geometry.

XYZ file:
```
36
C9H22N3OSi ωB97M-V/def2-TZVPD
C 0.487 0.935 -0.840
C 0.153 -1.457 -0.680
C -0.897 -1.748 -1.711
C 2.201 2.460 -0.021
C -0.082 3.359 -0.514
C 1.272 2.645 -2.469
C -2.273 0.356 1.020
C 0.403 -1.767 2.130
C 0.943 2.329 -0.953
N 0.588 -0.225 -0.761
N -0.917 0.133 1.377
N -0.617 -1.132 1.266
O 0.688 -2.989 1.610
Si -0.296 -4.303 1.539
H 0.865 -2.150 -0.274
H -0.337 -1.930 -2.598
H -1.641 -1.039 -1.881
H -1.409 -2.665 -1.441
H 2.899 1.818 -0.561
H 2.504 3.531 0.107
H 1.932 2.186 1.014
H -0.860 3.339 -1.222
H 0.478 4.391 -0.518
H -0.479 3.147 0.384
H 0.351 2.910 -3.032
H 1.824 1.826 -2.820
H 1.987 3.487 -2.447
H -3.052 -0.293 1.640
H -2.633 1.287 1.352
H -2.443 0.272 0.002
H 0.026 -1.691 3.170
H 1.363 -1.162 2.185
H -1.454 -1.666 1.103
H 0.650 -5.430 1.520
H -1.029 -4.430 2.796
H -1.197 -4.333 0.528
```

Summary:
HOMO level (alpha / beta) (eV): -11.49 / -11.49
Net charge: +1
Gap between HOMO and LUMO (alpha / beta) (eV): 7.8719 / 7.8715